(1)
A 11-piece molecular cluster, C17H48Br2NO14 overall, computed with ωB97M-V with the def2-TZVPD basis set.

Positions of all 82 atoms, in Å:
C (3.35, -4.01, 3.06)
C (3.53, -2.49, 2.60)
C (2.20, -1.75, 3.02)
C (0.95, -2.09, 2.15)
O (0.82, -3.00, 1.42)
Br (-0.61, -0.86, 2.38)
N (4.75, -2.01, 3.28)
C (4.98, -0.57, 3.10)
C (6.39, -0.24, 2.43)
O (6.64, 0.93, 2.31)
Br (7.62, -1.61, 1.80)
C (3.81, -2.53, 1.05)
O (3.29, -1.76, 0.22)
O (4.62, -3.47, 0.66)
H (4.39, -4.39, 3.23)
H (2.80, -4.08, 4.05)
H (2.81, -4.60, 2.29)
H (2.28, -0.63, 3.07)
H (1.95, -2.09, 4.07)
H (4.66, -2.18, 4.28)
H (4.23, -0.04, 2.48)
H (5.02, -0.12, 4.13)
C (8.87, 2.88, -0.30)
O (7.51, 3.30, -0.38)
H (9.41, 3.27, -1.16)
H (9.32, 3.26, 0.62)
H (8.92, 1.79, -0.31)
H (7.05, 2.93, 0.39)
C (-1.12, -6.06, 1.41)
O (-0.14, -5.81, 0.42)
H (-1.47, -7.08, 1.31)
H (-0.68, -5.93, 2.41)
H (-1.96, -5.37, 1.29)
H (0.16, -4.90, 0.53)
C (-4.22, -1.83, 0.64)
O (-4.02, -0.65, 1.42)
H (-4.01, -2.70, 1.26)
H (-5.26, -1.87, 0.29)
H (-3.54, -1.82, -0.22)
H (-4.21, 0.10, 0.85)
C (-7.89, -2.68, -1.11)
O (-6.58, -2.18, -1.38)
H (-8.24, -2.25, -0.18)
H (-8.56, -2.38, -1.92)
H (-7.85, -3.76, -1.03)
H (-6.29, -2.57, -2.21)
C (8.27, 5.39, 2.38)
O (7.25, 5.58, 1.41)
H (7.94, 5.80, 3.33)
H (8.47, 4.32, 2.50)
H (9.19, 5.90, 2.07)
H (7.57, 5.21, 0.58)
C (5.30, 7.00, -0.85)
O (4.80, 8.25, -1.32)
H (5.68, 7.13, 0.16)
H (4.49, 6.27, -0.84)
H (6.10, 6.65, -1.50)
H (4.47, 8.11, -2.21)
C (-7.08, -2.00, -5.33)
O (-7.05, -3.27, -4.70)
H (-7.83, -1.38, -4.85)
H (-6.10, -1.52, -5.23)
H (-7.33, -2.12, -6.39)
H (-6.38, -3.80, -5.14)
C (-10.70, -2.81, -4.74)
O (-11.21, -1.56, -5.20)
H (-10.31, -2.68, -3.73)
H (-11.49, -3.56, -4.73)
H (-9.88, -3.14, -5.39)
H (-11.54, -1.70, -6.09)
C (-9.67, -5.06, 1.57)
O (-10.23, -4.41, 0.44)
H (-8.63, -4.76, 1.67)
H (-10.22, -4.78, 2.47)
H (-9.71, -6.15, 1.43)
H (-11.15, -4.70, 0.37)
C (5.06, 11.82, -2.24)
O (5.98, 11.52, -1.20)
H (5.29, 12.81, -2.63)
H (5.16, 11.08, -3.04)
H (4.05, 11.81, -1.84)
H (5.76, 10.64, -0.87)

Gap between HOMO and LUMO in Eh: 0.226
Spin multiplicity: 1
E_HOMO in eV: -4.46
Charge: -1

=====

(2)
A single C13H16N2O4 molecule, computed with ωB97M-V with the def2-TZVPD basis set.

Positions of all 35 atoms, in Å:
C (-4.30, 0.97, -3.26)
C (-3.61, 1.81, -2.20)
O (-2.65, 1.04, -1.47)
C (-1.48, 0.80, -2.04)
N (-1.22, 1.32, -3.23)
C (-0.05, 1.10, -3.79)
C (0.96, 0.36, -3.20)
C (0.70, -0.19, -1.95)
C (-0.53, 0.02, -1.34)
C (-0.86, -0.56, -0.02)
O (-1.93, -0.55, 0.51)
O (0.24, -1.14, 0.54)
C (0.08, -1.75, 1.81)
C (1.10, -1.26, 2.84)
O (1.16, -1.77, 3.94)
N (1.88, -0.25, 2.41)
C (2.89, 0.36, 3.21)
C (4.28, 0.45, 2.65)
C (3.99, -0.50, 3.77)
H (-3.59, 0.67, -4.03)
H (-4.74, 0.08, -2.81)
H (-5.09, 1.55, -3.73)
H (-3.12, 2.67, -2.65)
H (-4.32, 2.14, -1.44)
H (0.09, 1.55, -4.77)
H (1.90, 0.21, -3.69)
H (1.44, -0.79, -1.45)
H (0.19, -2.83, 1.70)
H (-0.93, -1.54, 2.19)
H (1.74, 0.09, 1.47)
H (2.53, 1.18, 3.82)
H (4.86, 1.34, 2.86)
H (4.45, 0.04, 1.67)
H (4.35, -0.28, 4.76)
H (3.95, -1.56, 3.55)

Gap between HOMO and LUMO in Eh: 0.345
Spin multiplicity: 1
E_HOMO in eV: -9.24
Structure (SMILES): CCOc1ncccc1C(=O)OCC(=O)NC1CC1

=====

(3)
CHFI2 as an isolated structure, computed with ωB97M-V with the def2-TZVPD basis set.

Positions of all 5 atoms, in Å:
C (0.23, -0.07, 0.05)
F (0.45, -0.26, 1.42)
I (-1.82, -0.90, -0.38)
I (0.44, 1.98, -0.40)
H (0.71, -0.75, -0.70)

Gap between HOMO and LUMO in Eh: 0.334
Spin multiplicity: 1
E_HOMO in eV: -9.68

=====

(4)
A 2-piece molecular cluster, C5H12S overall, computed with ωB97M-V with the def2-TZVPD basis set.

Positions of all 18 atoms, in Å:
C (1.19, 2.00, 2.35)
C (1.52, 0.80, 2.84)
C (0.67, -0.48, 2.76)
H (1.98, 2.77, 2.29)
H (0.17, 2.30, 2.13)
H (2.51, 0.64, 3.22)
H (0.71, -1.05, 3.71)
H (-0.33, -0.28, 2.37)
H (1.24, -1.05, 1.98)
C (-0.99, 0.38, -3.00)
C (-0.98, -1.12, -2.80)
S (-1.67, -1.38, -1.11)
H (-0.13, 0.93, -2.61)
H (-1.88, 0.91, -2.67)
H (-0.87, 0.63, -4.10)
H (-1.68, -1.63, -3.53)
H (-0.01, -1.64, -2.97)
H (-1.46, -2.72, -0.88)

Gap between HOMO and LUMO in Eh: 0.363
Spin multiplicity: 1
E_HOMO in eV: -9.01
Structure (SMILES): C=CC.CCS

=====

(5)
A 8-piece molecular cluster, C6H27NO7 overall, computed with ωB97M-V with the def2-TZVPD basis set.

Positions of all 41 atoms, in Å:
C (2.26, -1.00, -2.00)
C (1.82, -0.59, -0.62)
C (0.46, -1.13, -0.54)
C (-0.68, -0.54, -0.97)
N (-0.67, 0.70, -1.67)
C (0.41, -2.39, 0.25)
C (0.16, -1.94, 1.77)
H (2.11, -0.36, -2.90)
H (3.37, -0.91, -2.03)
H (1.97, -2.04, -2.31)
H (2.55, -0.81, 0.26)
H (1.83, 0.59, -0.66)
H (-1.56, -1.14, -0.81)
H (-1.37, 1.39, -1.57)
H (0.21, 0.99, -1.99)
H (-0.52, -3.05, 0.05)
H (1.52, -2.87, 0.20)
H (-0.92, -1.95, 2.01)
H (0.56, -0.80, 1.82)
H (0.76, -2.57, 2.48)
H (-1.90, -2.87, -2.55)
H (-1.66, -1.80, -3.57)
O (-1.52, -2.69, -3.32)
H (1.08, 1.19, 2.99)
H (1.69, 2.12, 2.04)
O (1.42, 2.15, 2.90)
H (-0.11, 3.59, -1.93)
H (0.08, 4.07, -0.54)
O (-0.52, 3.60, -1.11)
H (-2.55, 1.51, 1.54)
H (-2.95, 2.77, 0.85)
O (-3.19, 1.82, 1.00)
H (-0.78, 0.36, 1.90)
H (-1.80, -0.27, 2.73)
O (-1.48, 0.59, 2.53)
H (-4.35, 0.39, -0.27)
H (-3.20, 1.15, -0.87)
O (-3.91, 0.54, -1.09)
H (3.63, 0.96, 2.73)
H (3.76, 0.90, 1.28)
O (3.99, 0.33, 1.99)

Gap between HOMO and LUMO (spin up / spin down) in Eh: 0.105 / 0.280
Spin multiplicity: 2
E_HOMO (spin up / spin down) in eV: 0.10 / -4.80
⟨S²⟩: 0.75
Charge: -1

=====

(6)
C32H45GeO5S2SiW as an isolated structure, computed with ωB97M-V with the def2-TZVPD basis set.

Positions of all 87 atoms, in Å:
W (0.25, 0.10, 1.06)
C (-2.61, -0.54, 2.38)
C (-1.92, -1.87, 2.14)
C (-2.51, -2.60, 0.95)
C (-1.93, -2.73, 3.39)
O (-0.50, -1.61, 1.79)
Ge (1.02, -1.81, 3.06)
O (1.88, -1.03, 1.37)
C (3.08, -1.57, 0.66)
C (3.34, -2.95, 1.23)
C (4.21, -0.60, 0.97)
C (2.78, -1.63, -0.82)
O (0.62, 0.07, 3.22)
C (1.32, 0.89, 4.23)
C (0.26, 1.68, 4.97)
C (2.34, 1.78, 3.53)
C (2.04, -0.04, 5.20)
H (-3.65, -0.71, 2.67)
H (-2.64, 0.06, 1.46)
H (-2.12, 0.03, 3.17)
H (-3.56, -2.82, 1.14)
H (-1.99, -3.54, 0.78)
H (-2.44, -1.99, 0.05)
H (-2.95, -3.02, 3.63)
H (-1.54, -2.19, 4.26)
H (-1.36, -3.65, 3.24)
H (3.56, -2.91, 2.30)
H (4.22, -3.37, 0.74)
H (2.50, -3.62, 1.04)
H (4.41, -0.56, 2.04)
H (3.97, 0.40, 0.60)
H (5.12, -0.93, 0.47)
H (1.84, -2.13, -1.01)
H (3.56, -2.20, -1.32)
H (2.76, -0.63, -1.27)
H (-0.31, 2.32, 4.30)
H (0.73, 2.32, 5.72)
H (-0.43, 1.01, 5.48)
H (1.86, 2.60, 2.99)
H (2.94, 1.19, 2.84)
H (3.00, 2.23, 4.27)
H (1.35, -0.75, 5.66)
H (2.48, 0.54, 6.00)
H (2.85, -0.59, 4.71)
O (-0.47, -0.07, -0.64)
Si (-0.38, 0.04, -2.33)
C (-1.89, 1.05, -2.83)
C (-1.78, 2.33, -3.40)
C (-2.91, 3.05, -3.73)
C (-4.17, 2.50, -3.49)
C (-4.31, 1.21, -2.97)
C (-3.18, 0.49, -2.66)
C (-0.56, -1.67, -2.99)
C (-0.45, -2.81, -2.19)
C (-0.60, -4.08, -2.73)
C (-0.86, -4.23, -4.09)
C (-0.98, -3.11, -4.90)
C (-0.84, -1.84, -4.35)
C (1.17, 0.97, -2.72)
C (1.72, 0.93, -4.00)
C (2.87, 1.65, -4.30)
C (3.48, 2.42, -3.31)
C (2.95, 2.47, -2.03)
C (1.80, 1.75, -1.75)
H (-0.79, 2.75, -3.57)
H (-2.82, 4.04, -4.16)
H (-5.05, 3.08, -3.74)
H (-5.29, 0.79, -2.83)
H (-3.27, -0.52, -2.27)
H (-0.27, -2.71, -1.13)
H (-0.51, -4.95, -2.10)
H (-0.97, -5.22, -4.51)
H (-1.19, -3.23, -5.95)
H (-0.96, -0.98, -5.00)
H (1.27, 0.33, -4.78)
H (3.30, 1.61, -5.29)
H (4.38, 2.98, -3.54)
H (3.42, 3.06, -1.26)
H (1.39, 1.79, -0.74)
C (-3.33, 4.80, 0.98)
O (-2.15, 4.08, 1.42)
C (-1.78, 2.98, 0.83)
S (-2.68, 2.34, -0.43)
S (-0.30, 2.41, 1.54)
H (-3.38, 5.67, 1.62)
H (-4.22, 4.17, 1.13)
H (-3.22, 5.08, -0.06)

Gap between HOMO and LUMO (spin up / spin down) in Eh: 0.265 / 0.191
Spin multiplicity: 4
E_HOMO (spin up / spin down) in eV: -13.74 / -13.97
⟨S²⟩: 3.76
Charge: +2

=====

(7)
A 3-piece molecular cluster, C5H17NO2 overall, computed with ωB97M-V with the def2-TZVPD basis set.

Positions of all 25 atoms, in Å:
C (1.39, -2.33, -0.87)
C (0.38, -1.44, -0.13)
N (0.32, 0.01, -0.53)
C (0.04, 0.99, 0.58)
C (1.37, 1.56, 1.18)
C (-0.89, 2.04, -0.05)
H (1.12, -2.47, -1.92)
H (2.33, -1.76, -0.81)
H (1.52, -3.30, -0.44)
H (0.58, -1.61, 0.95)
H (-0.64, -1.82, -0.13)
H (1.11, 0.26, -1.13)
H (-0.61, 0.24, 1.20)
H (1.39, 2.65, 0.95)
H (2.19, 0.95, 0.75)
H (1.37, 1.29, 2.23)
H (-1.73, 2.45, 0.59)
H (-1.11, 1.63, -1.07)
H (-0.44, 3.02, -0.35)
O (-1.15, -0.90, -3.05)
H (-0.21, -0.79, -2.94)
H (-1.29, -0.15, -2.48)
O (-2.49, 0.06, 2.36)
H (-2.32, -0.75, 1.86)
H (-2.23, 0.18, 3.27)

Gap between HOMO and LUMO in Eh: 0.347
Spin multiplicity: 1
E_HOMO in eV: -8.75
Structure (SMILES): CCNC(C)C.O.O

=====

(8)
A single C19H27N3O3S2 molecule, computed with ωB97M-V with the def2-TZVPD basis set.

Positions of all 54 atoms, in Å:
C (-2.19, 1.43, -2.07)
C (-1.10, 2.13, -2.63)
C (-0.37, 2.90, -1.62)
N (0.11, 2.25, -0.56)
C (1.09, 1.58, -0.71)
S (2.33, 1.28, -2.19)
C (3.37, -0.12, -1.85)
C (4.67, 0.09, -2.83)
C (2.65, -1.25, -2.19)
O (2.48, -1.73, -3.21)
N (1.87, -1.89, -1.05)
C (0.85, -2.77, -1.11)
C (-0.49, -2.21, -1.25)
C (-1.45, -3.00, -1.22)
C (-2.54, -2.28, -0.19)
C (-1.64, -1.58, 0.52)
O (-0.75, -1.17, -0.38)
N (1.72, 0.74, 0.28)
C (1.11, 0.80, 1.41)
S (1.29, -0.50, 2.80)
C (-0.14, 0.43, 3.70)
C (-0.49, -0.21, 4.93)
C (-1.08, 1.19, 5.91)
C (-0.84, 1.27, 2.84)
C (-0.30, 1.46, 1.58)
C (-0.52, 2.29, 0.59)
O (-1.65, 3.10, 0.52)
H (-2.96, 2.11, -1.66)
H (-2.10, 0.66, -1.25)
H (-2.75, 0.98, -2.82)
H (-1.27, 2.67, -3.68)
H (-0.43, 1.31, -3.18)
H (-0.96, 3.91, -1.26)
H (0.48, 3.34, -2.24)
H (3.59, -0.10, -0.79)
H (5.00, -0.79, -2.70)
H (4.90, 1.11, -2.68)
H (4.13, 0.18, -3.88)
H (1.79, -1.16, -0.31)
H (1.02, -3.25, -2.06)
H (0.85, -3.28, -0.27)
H (-0.62, -1.43, -2.28)
H (-2.12, -3.13, -2.32)
H (-1.24, -4.11, -1.04)
H (-2.98, -3.20, 0.20)
H (-3.33, -1.55, -0.73)
H (-2.12, -0.63, 1.07)
H (-1.32, -2.20, 1.47)
H (0.52, -0.35, 5.52)
H (-1.07, -0.86, 4.99)
H (-1.08, 0.55, 7.01)
H (-2.04, 1.39, 5.53)
H (-0.13, 1.87, 5.97)
H (-1.75, 1.75, 3.32)

Gap between HOMO and LUMO in Eh: 0.273
Spin multiplicity: 1
E_HOMO in eV: -7.71
Structure (SMILES): CCCn1c(S[C@H](C)C(=O)NC[C@H]2CCCO2)nc2sc(CC)cc2c1=O

=====

(9)
A single C4H5OP molecule, computed with ωB97M-V with the def2-TZVPD basis set.

Positions of all 11 atoms, in Å:
H (-1.24, -2.44, 0.28)
P (-2.21, -1.37, -0.02)
C (-0.87, -0.32, 0.00)
C (0.71, -0.62, 0.03)
C (0.93, 0.96, -0.04)
C (-0.67, 1.13, -0.08)
O (-1.30, 2.15, -0.02)
H (1.02, -1.31, 0.80)
H (0.81, -1.05, -0.89)
H (1.49, 1.34, -0.87)
H (1.32, 1.54, 0.82)

Gap between HOMO and LUMO in Eh: 0.312
Spin multiplicity: 1
E_HOMO in eV: -9.61
Structure (SMILES): [H]/P=C1\CCC1=O

=====

(10)
A single C10H16N2O5 molecule, computed with ωB97M-V with the def2-TZVPD basis set.

Positions of all 33 atoms, in Å:
O (0.62, 1.78, 0.10)
C (1.83, 1.90, 0.05)
O (2.43, 2.87, 0.74)
C (2.81, 0.99, -0.57)
C (2.31, -0.23, -1.35)
C (1.44, -1.21, -0.53)
N (0.11, -0.76, -0.37)
C (-0.91, -1.62, -0.17)
O (-0.67, -2.84, -0.15)
C (-2.23, -1.11, 0.31)
C (-2.83, -0.29, -0.89)
C (-2.77, 1.16, -0.39)
C (-2.98, 0.99, 1.12)
N (-2.16, -0.16, 1.42)
C (2.06, -1.54, 0.81)
O (1.75, -1.06, 1.85)
O (3.03, -2.46, 0.72)
H (1.68, 3.33, 1.23)
H (3.46, 0.68, 0.23)
H (3.51, 1.54, -1.21)
H (1.76, 0.09, -2.26)
H (3.19, -0.77, -1.72)
H (1.41, -2.13, -1.11)
H (-0.05, 0.25, -0.38)
H (-2.83, -1.96, 0.59)
H (-3.85, -0.66, -1.10)
H (-2.21, -0.45, -1.80)
H (-1.83, 1.66, -0.65)
H (-3.43, 1.87, -0.90)
H (-4.06, 0.76, 1.35)
H (-2.66, 1.81, 1.80)
H (-1.22, 0.15, 1.57)
H (3.29, -2.57, 1.66)

Gap between HOMO and LUMO in Eh: 0.336
Spin multiplicity: 1
E_HOMO in eV: -8.73
Structure (SMILES): O=C(O)CC[C@H](NC(=O)[C@@H]1CCCN1)C(=O)O

=====

(11)
A single C4H6N2O molecule, computed with ωB97M-V with the def2-TZVPD basis set.

Positions of all 13 atoms, in Å:
C (-1.28, 1.69, 0.88)
O (-0.36, 1.55, -0.22)
C (0.27, 0.15, -0.35)
C (1.11, 1.06, 0.19)
N (1.54, -2.21, -0.59)
C (0.29, -2.09, -0.73)
N (-0.39, -0.87, -0.67)
H (-2.14, 1.06, 0.68)
H (-1.56, 2.75, 0.91)
H (-0.77, 1.40, 1.80)
H (1.87, 1.63, -0.34)
H (1.81, -3.19, -0.66)
H (-0.40, -2.93, -0.91)

Gap between HOMO and LUMO in Eh: 0.354
Spin multiplicity: 1
E_HOMO in eV: -8.66

=====

(12)
C27H37Br2N3O5SSbSi3TeZn as an isolated structure, computed with ωB97M-V with the def2-TZVPD basis set.

Positions of all 81 atoms, in Å:
Zn (2.07, -1.40, 1.59)
Br (1.88, -3.02, 6.39)
C (1.19, -1.41, 5.68)
C (0.66, -0.45, 6.54)
C (0.19, 0.73, 6.03)
Br (-0.54, 2.02, 7.25)
C (0.30, 1.04, 4.67)
C (-0.08, 2.26, 4.07)
C (0.17, 2.47, 2.74)
C (0.80, 1.46, 2.00)
N (1.14, 0.31, 2.53)
C (0.88, 0.07, 3.82)
C (1.28, -1.24, 4.29)
O (1.71, -2.13, 3.50)
H (0.63, -0.64, 7.60)
H (-0.55, 3.02, 4.68)
H (-0.11, 3.39, 2.26)
H (1.04, 1.59, 0.95)
O (2.02, -5.40, -3.45)
C (1.94, -4.15, -2.91)
O (1.96, -3.19, -3.62)
C (1.89, -4.13, -1.43)
C (2.44, -5.03, -0.54)
N (2.23, -4.56, 0.69)
N (1.59, -3.39, 0.66)
C (1.36, -3.11, -0.60)
C (0.64, -1.81, -0.89)
O (-0.12, -1.72, -1.84)
O (0.90, -0.90, -0.04)
H (1.99, -6.09, -2.77)
H (3.01, -5.93, -0.69)
H (2.58, -4.91, 1.58)
C (-2.92, -0.87, -3.70)
Si (-2.05, 0.83, -3.71)
C (-0.73, 0.85, -5.10)
C (-3.36, 2.11, -4.28)
Sb (-0.95, 1.22, -1.41)
Si (-0.19, 3.64, -1.99)
C (1.50, 3.34, -2.85)
C (0.23, 4.71, -0.45)
C (-1.07, 4.88, -3.17)
Si (-3.21, 1.60, -0.19)
C (-4.73, 2.57, -0.87)
C (-3.03, 2.35, 1.56)
C (-3.83, -0.18, 0.14)
H (-3.03, -1.29, -4.69)
H (-3.91, -0.81, -3.25)
H (-2.32, -1.57, -3.12)
H (-1.14, 0.49, -6.05)
H (0.11, 0.22, -4.84)
H (-0.36, 1.86, -5.28)
H (-3.65, 1.95, -5.32)
H (-2.98, 3.12, -4.20)
H (-4.26, 2.06, -3.69)
H (2.09, 2.61, -2.29)
H (2.10, 4.24, -2.95)
H (1.35, 2.93, -3.85)
H (0.93, 4.20, 0.19)
H (-0.66, 4.92, 0.14)
H (0.67, 5.66, -0.73)
H (-1.28, 4.41, -4.13)
H (-0.45, 5.75, -3.37)
H (-2.01, 5.23, -2.76)
H (-4.49, 3.62, -1.02)
H (-5.55, 2.53, -0.15)
H (-5.09, 2.17, -1.81)
H (-2.69, 3.38, 1.53)
H (-2.32, 1.78, 2.16)
H (-3.98, 2.34, 2.09)
H (-4.17, -0.66, -0.77)
H (-4.64, -0.20, 0.86)
H (-3.02, -0.78, 0.53)
Te (4.60, -1.43, 1.22)
C (4.79, -3.41, 1.93)
C (4.15, -3.99, 2.98)
C (4.40, -5.38, 3.11)
C (5.24, -5.85, 2.16)
S (5.76, -4.58, 1.09)
H (3.49, -3.45, 3.63)
H (3.96, -5.99, 3.88)
H (5.61, -6.85, 2.03)

Gap between HOMO and LUMO in Eh: 0.259
Spin multiplicity: 1
E_HOMO in eV: -4.90
Charge: -1

=====

| no. | F_max (eV/A) | E_tot (eV) |
| --- | --- | --- |
| 1 | 4.27 | -188644.262 |
| 2 | 0.73 | -24910.522 |
| 3 | 2.06 | -19971.008 |
| 4 | 2.62 | -16213.492 |
| 5 | 6.29 | -22479.243 |
| 6 | 0.76 | -132030.272 |
| 7 | 2.60 | -11044.004 |
| 8 | 18.54 | -52408.554 |
| 9 | 4.07 | -15562.473 |
| 10 | 3.69 | -23848.321 |
| 11 | 0.37 | -9267.983 |
| 12 | 1.38 | -280116.883 |